(1)
DFT (ωB97M-V/def2-TZVPD) results for 11 unconnected molecules or ions with the total composition C22H41Cl20F5N3O3P2S at a distorted geometry.

Atoms and positions in Å:
1 C 3.8069 3.2627 3.5475
2 C 3.2754 3.6014 2.1678
3 F 4.2744 3.1863 1.2516
4 P 1.6611 2.5988 1.8499
5 O 0.6515 4.0118 1.6236
6 C -0.0264 3.8315 0.3928
7 C -1.3292 3.0317 0.3832
8 C -2.2906 3.4264 1.5033
9 C -1.9326 2.8812 2.9000
10 C -2.4016 1.4138 3.1959
11 S -3.1211 0.5086 1.7980
12 C -1.8054 -0.5714 1.3556
13 N -0.6464 -0.5436 1.8853
14 N 0.1103 -1.5230 1.2583
15 C -0.6560 -2.0690 0.4063
16 O -1.9106 -1.5411 0.4073
17 C 1.1076 3.4487 -0.6020
18 P 2.2071 4.8593 -1.2034
19 N 2.1557 6.1906 -0.3571
20 C 0.7586 2.6161 -1.8555
21 F 0.0241 3.4006 -2.7226
22 F 0.0468 1.5052 -1.6004
23 C 2.0439 2.1583 -2.6548
24 F 1.9446 0.8146 -2.8996
25 F 2.0953 2.7380 -3.8760
26 O 1.9460 2.5447 0.0925
27 H 3.0516 3.3802 4.3257
28 H 4.1749 2.2314 3.5223
29 H 4.6549 3.9024 3.8332
30 H 3.0386 4.6654 2.0468
31 H 1.3085 2.5434 3.2639
32 H 2.4839 1.4092 1.8991
33 H 0.5630 1.6752 1.6923
34 H -0.3112 4.8729 0.1507
35 H -1.1144 1.9636 0.3597
36 H -1.8273 3.2590 -0.5711
37 H -3.3289 3.2162 1.2317
38 H -2.2420 4.5240 1.5759
39 H -2.4528 3.5147 3.6375
40 H -0.8736 2.9645 3.1418
41 H -1.5407 0.8569 3.5725
42 H -3.1247 1.4190 4.0144
43 H -0.3297 -2.8709 -0.2564
44 H 1.8857 5.1728 -2.5500
45 H 3.5077 4.2977 -1.2279
46 H 1.4875 6.0796 0.4017
47 H 2.9649 2.2839 -2.0844
48 C 2.3002 6.0009 5.7375
49 Cl 2.2336 4.7446 6.9834
50 Cl 1.1702 5.6805 4.4231
51 H 2.0503 6.9527 6.1927
52 H 3.3046 6.0335 5.3294
53 C 5.1038 -0.0336 0.7421
54 Cl 3.6634 -0.3768 1.6844
55 Cl 5.0979 -0.9502 -0.7800
56 H 5.1199 1.0267 0.5078
57 H 5.9825 -0.3047 1.3168
58 C 4.0640 -3.2690 -3.8529
59 Cl 3.7082 -4.3803 -5.1883
60 Cl 5.7769 -2.8526 -3.8070
61 H 3.4845 -2.3615 -3.9874
62 H 3.7956 -3.7456 -2.9162
63 C -2.6941 6.2194 5.0652
64 Cl -2.7688 4.9195 6.2611
65 Cl -3.8739 5.9854 3.7675
66 H -2.9051 7.1600 5.5606
67 H -1.6990 6.2384 4.6323
68 C -3.7153 -3.9524 -1.1938
69 Cl -3.9351 -5.2306 0.0081
70 Cl -4.8312 -4.1427 -2.5577
71 H -3.8981 -2.9932 -0.7228
72 H -2.6956 -3.9991 -1.5699
73 C 0.2631 -3.9952 -3.4454
74 Cl -0.4911 -4.1973 -1.8484
75 Cl 0.2257 -2.3131 -3.9658
76 H 1.2949 -4.3217 -3.3824
77 H -0.2778 -4.6018 -4.1626
78 C -2.5839 -7.4866 2.5829
79 Cl -4.3197 -7.1550 2.5867
80 Cl -2.1435 -8.6857 3.8059
81 H -2.3049 -7.8658 1.6064
82 H -2.0537 -6.5642 2.7910
83 C 7.1392 -5.7230 -5.7087
84 Cl 6.7879 -6.8312 -7.0434
85 Cl 8.8556 -5.2995 -5.6579
86 H 6.5589 -4.8188 -5.8435
87 H 6.8673 -6.2010 -4.7748
88 C -5.7254 -7.2225 -4.1281
89 Cl -6.3852 -6.4428 -5.5737
90 Cl -4.5971 -8.5194 -4.5458
91 H -5.2007 -6.4759 -3.5447
92 H -6.5435 -7.6421 -3.5542
93 C -8.5737 -3.4323 -3.7470
94 Cl -8.4788 -4.7655 -2.5919
95 Cl -9.4815 -2.0644 -3.0930
96 H -7.5670 -3.1036 -3.9809
97 H -9.0701 -3.7841 -4.6440

Force components x, y, z for each atom (eV/Å):
0.45 0.35 -0.08
-1.08 0.02 0.54
0.06 0.39 -0.08
0.55 -2.46 1.43
-0.17 -0.89 -0.73
0.12 2.66 -0.29
-0.03 -0.57 -0.48
0.88 0.71 0.45
-0.99 -0.21 0.23
0.93 0.58 0.29
-0.34 -0.72 -0.28
-0.05 0.36 0.52
0.67 0.12 0.50
0.24 0.17 0.39
0.52 -0.39 -0.01
-0.57 0.10 -0.48
0.75 -2.49 -0.50
-0.43 1.63 1.22
-0.23 -0.37 -0.09
0.16 0.84 -0.62
-0.35 -0.28 0.15
-0.24 0.16 0.17
-0.32 -1.10 0.32
0.03 0.07 0.02
0.19 0.38 0.17
-0.21 1.15 -0.33
-0.05 -0.18 -0.16
-0.23 0.01 0.18
-0.03 -0.07 -0.18
0.63 -0.02 -0.24
0.44 0.40 0.04
-0.47 1.12 0.35
-0.28 0.64 -0.47
-0.23 -0.25 -0.27
-0.15 0.09 0.23
0.17 -0.04 0.05
0.12 -0.24 0.07
-0.05 -0.12 0.03
0.12 -0.20 -0.21
-0.02 0.00 -0.42
-0.17 -0.19 -0.28
-0.27 -0.14 -0.37
-0.71 0.85 0.54
0.27 -0.61 -0.04
-0.32 -0.26 -0.33
0.23 0.16 0.16
-0.05 0.36 -0.15
-0.02 0.13 -0.06
0.04 0.03 0.06
0.00 0.00 -0.09
-0.05 -0.06 0.05
-0.03 -0.13 -0.03
-0.14 0.19 0.19
0.63 -0.96 -0.05
0.20 -0.03 -0.16
-0.14 -0.01 -0.04
-0.01 -0.13 -0.09
-0.05 0.19 0.12
-0.13 -0.06 0.01
0.03 0.02 0.04
0.04 -0.01 -0.09
0.09 -0.07 -0.03
0.13 0.06 -0.05
0.03 0.04 0.04
-0.03 0.10 0.01
-0.09 -0.05 0.02
-0.03 -0.14 -0.02
0.15 0.13 0.07
0.04 0.10 -0.06
0.03 0.14 -0.06
-0.11 -0.04 0.00
-0.56 -0.02 0.03
0.07 0.04 -0.21
0.50 -0.83 -0.83
0.06 -0.03 0.02
-0.04 0.01 0.09
-0.08 0.03 0.07
0.07 0.07 -0.07
-0.02 -0.07 0.07
0.06 0.00 -0.02
-0.07 -0.06 0.03
-0.06 -0.01 0.08
-0.03 0.05 0.02
-0.08 -0.01 0.03
-0.02 0.04 0.07
0.06 0.00 -0.08
0.07 -0.06 -0.03
-0.02 0.01 0.11
-0.04 0.06 0.02
0.00 -0.01 0.04
0.04 -0.05 -0.08
-0.02 -0.04 -0.10
0.08 0.00 -0.11
0.00 -0.08 -0.01
0.01 0.02 -0.05
0.00 0.02 0.11
-0.06 -0.02 0.07

**Charge**: -1
**DFT total energy**: -327538.60195 eV

Löwdin population analysis, charges in e, atoms 1 to 4:
1. C -0.1283
2. C -0.4537
3. F -0.1172
4. P 0.5725

(2)
DFT (ωB97M-V/def2-TZVPD) results for a single C22H41NO4 molecule at a distorted geometry.

Atoms and positions in Å:
1 C -2.3756 -2.6470 6.2427
2 C -2.1564 -2.9276 4.7344
3 C -2.9746 -2.0351 3.7882
4 C -4.1336 -2.7080 3.0279
5 C -3.8971 -4.1382 2.5335
6 C -2.6589 -4.3924 1.6444
7 C -2.1239 -3.2108 0.8333
8 C -1.2994 -3.6416 -0.4072
9 C 0.2206 -3.4871 -0.2275
10 C 0.9484 -3.0570 -1.5325
11 C 1.6751 -1.7017 -1.4206
12 C 0.8860 -0.5772 -2.1080
13 C 1.3828 0.8007 -1.6489
14 C 1.3269 1.8401 -2.7545
15 O 2.2089 1.4063 -3.7954
16 C 3.1213 2.3742 -4.0472
17 O 4.1399 2.2047 -4.6476
18 O 2.6789 3.5280 -3.5519
19 C 1.7924 3.2796 -2.3929
20 C 2.7489 3.3883 -1.2094
21 C 3.5728 4.6890 -1.2208
22 C 5.0616 4.3795 -1.1627
23 O 5.3590 3.8215 0.1285
24 N 0.8253 4.3356 -2.5343
25 C -0.3653 4.2236 -2.0978
26 C -0.8403 3.3010 -1.0104
27 C -1.4138 5.1320 -2.6921
28 H -2.8624 -1.6882 6.3998
29 H -1.4150 -2.6587 6.7540
30 H -2.9744 -3.4445 6.6803
31 H -1.1002 -2.7446 4.5274
32 H -2.3106 -3.9898 4.5609
33 H -3.4242 -1.2489 4.3999
34 H -2.3415 -1.5036 3.0813
35 H -5.0566 -2.6839 3.6094
36 H -4.3435 -2.0882 2.1519
37 H -4.8003 -4.4615 2.0131
38 H -3.8368 -4.7802 3.4148
39 H -2.9528 -5.1596 0.9232
40 H -1.8771 -4.8501 2.2514
41 H -1.4219 -2.6727 1.4736
42 H -2.8998 -2.4938 0.5724
43 H -1.5100 -4.6905 -0.6149
44 H -1.6357 -3.0339 -1.2462
45 H 0.6612 -4.4433 0.0558
46 H 0.4540 -2.7772 0.5648
47 H 1.6360 -3.8419 -1.8457
48 H 0.2129 -2.9811 -2.3352
49 H 2.6553 -1.7691 -1.8911
50 H 1.7864 -1.4241 -0.3715
51 H -0.1783 -0.6936 -1.8940
52 H 1.0183 -0.6885 -3.1845
53 H 0.7436 1.1228 -0.8244
54 H 2.3860 0.7256 -1.2325
55 H 0.3204 1.8502 -3.1796
56 H 2.2368 3.2938 -0.2520
57 H 3.4322 2.5406 -1.2726
58 H 3.3542 5.2589 -0.3162
59 H 3.3373 5.3282 -2.0674
60 H 5.2973 3.6023 -1.8913
61 H 5.6685 5.2655 -1.3427
62 H 5.9803 4.3904 0.5855
63 H -1.3810 2.4648 -1.4691
64 H -1.5520 3.8007 -0.3582
65 H -0.0312 2.8726 -0.4274
66 H -1.0611 6.1607 -2.6176
67 H -1.5841 4.8775 -3.7338
68 H -2.3398 5.0769 -2.1226

Force components x, y, z for each atom (eV/Å):
0.12 -0.52 -0.52
0.47 0.46 0.31
-0.64 -0.10 0.34
0.21 0.11 -0.54
0.00 0.13 0.36
-0.69 -0.17 -0.21
0.89 -0.24 0.34
-0.18 0.26 0.68
0.20 -0.17 -0.87
-0.02 0.11 0.31
-0.62 -0.13 -0.33
0.52 -0.09 0.06
-0.51 -0.03 0.13
-0.35 -0.36 0.36
0.39 -0.14 0.22
0.00 -0.18 -0.34
-0.41 0.09 0.03
0.33 0.30 0.32
0.86 0.55 -0.73
-0.16 0.21 0.17
0.16 0.10 0.41
-0.25 -0.30 0.28
0.04 -0.01 -0.05
-0.75 -0.87 -0.33
0.38 0.43 0.22
-0.09 -0.64 -0.41
0.19 0.36 0.77
0.00 0.05 0.14
-0.04 0.11 0.17
-0.19 0.17 0.16
0.03 -0.08 -0.08
-0.06 -0.01 -0.19
0.03 0.12 -0.06
0.19 -0.19 -0.05
0.06 -0.13 0.18
-0.10 0.09 0.04
-0.01 0.07 -0.11
0.00 -0.16 -0.07
0.03 -0.13 0.06
0.23 0.18 -0.07
-0.18 0.26 0.06
-0.20 -0.18 -0.14
-0.17 0.04 -0.32
0.09 -0.11 -0.20
-0.13 -0.01 0.35
-0.07 0.07 0.06
0.12 0.03 0.05
-0.02 -0.05 -0.09
0.15 0.16 0.17
0.28 -0.14 0.08
-0.07 0.07 0.02
-0.09 0.04 -0.07
0.12 0.02 0.03
0.15 -0.02 -0.21
-0.03 0.21 -0.02
-0.20 -0.13 -0.06
0.04 -0.04 0.04
-0.12 0.10 -0.04
-0.01 -0.12 -0.16
0.17 0.19 -0.23
0.01 0.03 -0.11
0.01 0.02 0.00
-0.08 0.01 0.07
0.05 0.14 0.05
0.01 0.20 0.08
0.02 0.03 -0.27
-0.01 0.01 -0.07
-0.13 -0.09 -0.16

**Charge**: 0
**DFT total energy**: -33158.45933 eV

natural (NBO) population analysis, charges in e, atoms 1 to 4:
1. C -0.6044
2. C -0.4114
3. C -0.4041
4. C -0.3932

(3)
DFT (ωB97M-V/def2-TZVPD) results for a molecular structure, C22H42AsBN3O5RuS2 at a distorted geometry.

Atoms and positions in Å:
1 Ru -1.5305 0.2136 0.8770
2 C -0.9408 1.8324 3.5516
3 C 0.2532 0.9496 3.2166
4 N 0.5057 0.9682 1.7832
5 C 1.0576 2.2279 1.2688
6 C 0.5001 2.5307 -0.1113
7 N -0.9071 2.1536 -0.2085
8 C -1.9387 3.0815 0.2531
9 C -1.9768 3.2233 1.7536
10 N -1.9225 1.9091 2.4459
11 H -0.6165 2.8393 3.8139
12 H -1.4145 1.4153 4.4391
13 H 0.0161 -0.0732 3.4804
14 H 1.1182 1.2628 3.8113
15 H 1.0991 0.1879 1.5213
16 H 2.1464 2.1844 1.2107
17 H 0.8075 3.0249 1.9672
18 H 1.0438 1.9339 -0.8452
19 H 0.6554 3.5858 -0.3581
20 H -1.1267 1.9449 -1.1780
21 H -2.8881 2.6561 -0.0692
22 H -1.8402 4.0756 -0.1974
23 H -2.8982 3.7532 1.9988
24 H -1.1524 3.8421 2.1041
25 H -2.8435 1.6846 2.8005
26 C -0.8373 -2.1127 5.0354
27 C -2.1283 -1.5988 4.3991
28 As -2.2206 -1.6164 2.4310
29 C -1.7431 -3.4827 2.1059
30 C -2.7011 -4.5343 2.6532
31 C -4.1519 -1.1973 2.3904
32 C -5.1543 -2.3433 2.4769
33 H -0.9007 -2.0487 6.1222
34 H 0.0352 -1.5414 4.7214
35 H -0.6580 -3.1567 4.7809
36 H -2.3303 -0.5734 4.7142
37 H -2.9742 -2.2035 4.7259
38 H -0.7591 -3.5814 2.5688
39 H -1.6143 -3.5933 1.0356
40 H -2.9019 -4.3944 3.7165
41 H -2.2601 -5.5236 2.5273
42 H -3.6450 -4.5214 2.1168
43 H -4.3162 -0.6292 1.4792
44 H -4.2798 -0.5184 3.2397
45 H -5.0783 -2.9804 1.5976
46 H -6.1712 -1.9493 2.5162
47 H -5.0015 -2.9548 3.3671
48 O -2.4213 -2.2235 -2.5234
49 S -2.4559 -1.6771 -1.2124
50 O -0.8786 -1.6025 -0.5994
51 O -3.1442 -2.4041 -0.1882
52 S -2.9511 0.2424 -1.1534
53 C 4.8788 2.2118 -5.1266
54 C 4.2319 0.8274 -5.2613
55 C 5.3159 -0.2439 -5.4608
56 C 3.3292 0.8402 -6.4965
57 C 3.4547 0.4825 -3.9886
58 C 4.1056 0.5339 -2.7505
59 C 3.4957 0.1626 -1.5550
60 C 2.1954 -0.2738 -1.6415
61 O 1.3555 -0.7481 -0.6384
62 B 0.2008 -1.1052 -1.3198
63 O 0.2593 -0.8389 -2.6596
64 C 1.5357 -0.3251 -2.8516
65 C 2.1260 0.0478 -4.0349
66 H 5.4632 2.4400 -6.0198
67 H 5.5480 2.2720 -4.2678
68 H 4.1099 2.9799 -5.0157
69 H 5.8098 -0.1058 -6.4245
70 H 4.8736 -1.2417 -5.4449
71 H 6.0753 -0.1950 -4.6784
72 H 3.9166 1.1329 -7.3674
73 H 2.5127 1.5578 -6.3884
74 H 2.9091 -0.1467 -6.7000
75 H 5.1384 0.8558 -2.7106
76 H 4.0279 0.2023 -0.6132
77 H 1.5679 -0.0098 -4.9580

Force components x, y, z for each atom (eV/Å):
3.08 2.51 0.77
-0.05 0.05 0.23
0.15 0.06 0.15
-0.54 -1.39 -0.08
-0.15 0.09 -0.11
0.17 0.01 0.06
-0.68 -0.97 -0.29
-0.01 0.24 -0.08
-0.02 0.13 0.11
-0.39 -1.00 -1.00
-0.06 0.05 0.00
-0.10 0.11 0.01
0.09 -0.07 0.00
0.03 0.04 0.00
0.13 0.09 -0.01
0.03 0.00 0.09
0.02 -0.02 0.05
-0.05 0.05 -0.05
0.01 0.00 -0.03
0.10 0.01 -0.05
-0.04 0.11 -0.11
0.04 0.00 -0.02
0.03 0.00 0.18
0.00 -0.01 0.04
-0.01 0.08 0.05
-0.20 -0.04 -0.01
0.59 0.17 -0.03
-1.06 0.37 -0.32
0.01 0.04 -0.01
0.10 0.04 0.00
-0.12 -0.49 -0.02
0.02 0.07 0.05
0.03 -0.01 0.00
0.06 -0.05 0.05
0.01 -0.01 0.01
-0.07 -0.01 0.04
-0.07 0.01 -0.03
0.05 0.01 -0.01
0.03 -0.01 0.00
-0.02 -0.03 0.00
0.00 0.00 0.03
0.00 -0.04 0.01
0.04 0.01 -0.09
0.02 0.03 0.01
-0.02 0.01 0.01
0.02 0.00 0.01
-0.04 0.00 -0.01
0.48 0.05 0.07
-1.03 -0.29 -0.49
-0.13 0.72 0.23
0.17 -0.21 -0.16
-0.57 -0.45 0.58
-0.05 -0.01 0.01
-0.03 0.00 0.01
-0.01 0.03 0.01
0.02 -0.01 0.05
-0.02 -0.02 0.02
0.03 0.02 0.03
0.03 0.05 0.03
0.04 -0.08 -0.04
0.07 -0.08 0.05
-0.12 0.15 0.15
-0.03 -0.02 -0.04
-0.02 -0.07 0.03
-0.01 0.06 -0.07
-0.01 -0.01 0.01
0.00 0.01 -0.03
0.05 0.02 0.00
0.02 0.03 0.03
0.03 0.00 -0.02
-0.02 -0.02 -0.01
-0.01 -0.01 0.00
0.00 -0.02 -0.02
-0.01 0.02 -0.02
-0.04 0.00 -0.01
0.00 -0.05 -0.02
0.02 -0.04 0.01

**Charge**: +1
**Energy relative to the best compared isomer or geometry (same formula, charge and spin)**: 34.2 kcal per mole

Löwdin population analysis, charges in e, atoms 1 to 4:
1. Ru 0.7506
2. C -0.1707
3. C -0.2079
4. N -0.1110